Formula: C7H14N4O
Source: OMol25
Level of theory: ωB97M-V with the def2-TZVPD basis set

Structure (XYZ):
```
26
Properties=species:S:1:pos:R:3
C 0.258 -0.626 -0.226
C 0.134 0.675 0.126
C -2.275 0.556 -0.083
C 1.507 -1.270 -0.458
C 2.689 -0.274 -0.363
C 2.398 0.858 0.628
C -1.029 -1.498 -0.190
N -1.168 1.279 0.279
N -2.167 -0.701 -0.539
N -3.475 1.171 -0.054
N 1.210 1.652 0.092
O -1.203 -2.064 1.107
H 1.433 -2.058 0.456
H 1.654 -1.804 -1.293
H 3.663 -0.633 -0.083
H 2.782 0.077 -1.315
H 2.275 0.340 1.535
H 3.207 1.451 0.625
H -1.090 -2.331 -1.027
H -1.433 1.968 0.961
H -3.033 -1.245 -0.595
H -3.752 2.099 0.290
H -4.304 0.939 -0.549
H 1.591 1.896 -0.928
H 0.911 2.455 0.658
H -0.783 -2.912 0.946
```

Output
ΔE to the lowest compared entry with this formula, charge and spin, kcal per mole: 0.00
Frontier orbital gap, eV: 10.184
Total charge: +2
E_LUMO, eV: -7.136
SMILES: [NH2+]=C1NC2=C(CCC[NH2+]2)[C@@H](O)N1
Energy, eV: -15476.2106
Multiplicity: 1